1.
Molecular formula: C6H3NO
Method: DFT, ωB97M-V with the def2-TZVPD basis set

* SMILES string: C#C/C=C/C(=O)C#N
* energy: -360.30100 Ha
* LUMO: -0.041 Eh
* gap between HOMO and LUMO: 0.33875 hartree
* charge: 0
* ΔE to the lowest compared entry with this formula, charge and spin: 44.21 kcal/mol

Positions of all 11 atoms, in Å:
1 O -2.63 -1.45 -0.10
2 N -2.53 1.95 -0.13
3 C 0.45 0.24 0.10
4 C -0.32 -0.83 0.02
5 C 3.09 0.17 -0.06
6 C 1.89 0.24 -0.01
7 C -2.35 0.81 0.06
8 C -1.83 -0.57 0.07
9 H 0.08 -1.87 0.02
10 H 0.05 1.28 0.40
11 H 4.09 0.04 -0.39

Atomic partial charges in e from the Löwdin method, atoms 1 to 8: O 0.110; N 0.187; C -0.124; C -0.009; C 0.132; C -0.117; C -0.120; C -0.383

=====

2.
Molecular formula: C41H46N6O3PbTe
Method: DFT, ωB97M-V with the def2-TZVPD basis set

* energy: -2604.66131 Ha
* LUMO: -0.186 Eh
* gap between HOMO and LUMO: 0.27794 hartree
* charge: +2
* ΔE to the lowest compared entry with this formula, charge and spin: 0.00 kcal/mol

Positions of all 98 atoms, in Å:
1 Pb -0.84 -0.88 0.66
2 Te 2.40 1.87 3.40
3 O -4.64 -1.28 -3.67
4 O -1.82 -0.74 -1.19
5 O 4.88 -3.38 -2.13
6 N -3.31 -1.25 4.50
7 N 0.51 0.68 -0.34
8 N -1.08 0.27 4.50
9 N 0.71 -2.56 -0.23
10 N 3.58 -1.98 -3.35
11 N -3.39 0.78 2.28
12 C 5.82 2.60 0.83
13 C 3.53 2.74 -2.98
14 C 1.40 -4.84 -0.23
15 C -0.67 0.99 -2.45
16 C -2.16 -5.25 -1.97
17 C -1.67 2.47 -5.83
18 C 2.46 -4.53 -1.05
19 C 5.88 0.25 1.34
20 C -2.91 0.59 6.09
21 C -1.64 1.59 -4.62
22 C 3.80 -2.88 -2.36
23 C -2.53 -0.28 -3.35
24 C -3.50 -1.42 -3.29
25 C 0.39 1.26 -1.49
26 C -4.73 0.79 4.36
27 C -2.63 2.20 4.18
28 C 2.61 -3.22 -1.50
29 C 2.35 4.48 -1.81
30 C -0.71 1.77 -3.62
31 C 1.36 3.57 -1.47
32 C -1.70 -3.15 -3.05
33 C 3.44 4.06 -2.56
34 C -2.54 0.54 -4.46
35 C 2.53 1.83 -2.65
36 C 4.76 0.39 2.14
37 C 4.17 1.64 2.29
38 C -3.89 -3.60 -2.15
39 C -3.46 -4.84 -1.73
40 C 4.71 2.75 1.64
41 C -1.91 1.30 5.18
42 C 0.54 -3.82 0.16
43 C -3.83 1.61 3.43
44 C -1.64 -0.02 -2.29
45 C -1.28 -4.41 -2.64
46 C 1.45 2.25 -1.88
47 C 6.41 1.35 0.68
48 C 1.19 1.99 1.64
49 C -3.98 -0.15 5.30
50 C 1.72 -2.26 -1.06
51 C 1.61 0.98 0.58
52 C -3.01 -2.74 -2.80
53 H 4.34 -1.79 -3.98
54 H 1.81 -1.22 -1.35
55 H -0.75 2.38 -6.41
56 H -2.98 3.08 4.73
57 H 0.50 3.91 -0.90
58 H -4.92 -3.28 -2.01
59 H -0.28 -4.74 -2.87
60 H -1.27 1.94 5.80
61 H -3.42 1.32 6.72
62 H 0.15 1.83 1.95
63 H 4.22 4.76 -2.82
64 H 6.25 3.46 0.33
65 H -1.91 2.59 3.45
66 H -2.50 2.20 -6.48
67 H 2.49 1.34 0.05
68 H 4.38 2.41 -3.57
69 H 3.19 -5.28 -1.35
70 H -4.43 2.45 3.08
71 H -0.39 -0.09 5.16
72 H -0.53 0.70 3.76
73 H -4.15 -5.51 -1.23
74 H -1.79 3.52 -5.56
75 H -5.48 0.25 3.79
76 H 4.34 -0.47 2.65
77 H -3.06 1.42 1.56
78 H -2.39 -0.09 6.77
79 H 1.23 -5.85 0.12
80 H 2.65 -1.76 -3.65
81 H 7.29 1.23 0.06
82 H -0.30 -4.03 0.81
83 H -3.85 -1.50 3.67
84 H -4.68 -0.64 5.97
85 H -1.84 -6.24 -1.67
86 H -1.03 -2.49 -3.58
87 H -3.28 0.34 -5.23
88 H -4.21 0.35 1.86
89 H 4.27 3.73 1.77
90 H -5.28 1.48 5.00
91 H -3.17 -2.09 5.06
92 H 1.91 0.03 1.06
93 H 2.60 0.81 -2.99
94 H -2.35 -0.87 4.20
95 H 6.34 -0.72 1.24
96 H 2.28 5.51 -1.49
97 H 0.03 2.56 -3.73
98 H 1.24 3.00 1.23

Atomic partial charges in e from the Löwdin method, atoms 1 to 8: Pb 1.375; Te 1.279; O 0.135; O -0.331; O 0.104; N 0.199; N -0.096; N 0.041

=====

3.
Molecular formula: CrCuH6HfO16S3
Method: DFT, ωB97M-V with the def2-TZVPD basis set

* <S²>: 6.011
* energy: -5135.25611 Ha
* LUMO (alpha / beta): 0.011 / 0.010 Eh
* gap between HOMO and LUMO (alpha / beta): 0.21841 / 0.21891 hartree
* charge: -1
* multiplicity: 5

Positions of all 28 atoms, in Å:
1 Hf 30.08 -1.13 0.92
2 Cu 30.02 -4.64 1.04
3 Cr 30.00 -3.83 -2.06
4 S 32.25 -3.42 2.64
5 S 29.23 -0.67 -2.54
6 S 32.75 -2.24 -1.29
7 O 31.08 -2.50 2.18
8 O 32.07 -4.58 1.72
9 O 33.52 -2.77 2.48
10 O 32.01 -3.83 4.02
11 O 31.98 -3.39 -1.90
12 O 29.83 -2.00 -2.86
13 O 31.79 -1.46 -0.37
14 O 29.61 -3.11 -0.12
15 O 27.90 -4.10 -2.28
16 O 28.08 -1.56 1.55
17 O 29.39 -0.62 -1.02
18 O 29.93 0.40 -3.18
19 O 27.79 -0.63 -2.80
20 O 33.85 -2.72 -0.51
21 O 33.17 -1.32 -2.33
22 O 26.57 -3.81 0.06
23 H 27.31 -3.94 -1.51
24 H 27.09 -3.10 0.47
25 H 27.40 -3.82 -3.05
26 H 25.81 -3.93 0.65
27 H 27.41 -1.58 2.23
28 H 28.73 -3.49 -0.20

Atomic partial charges in e from the Löwdin method, atoms 1 to 8: Hf 1.949; Cu 0.530; Cr 0.941; S 0.306; S 0.329; S 0.345; O -0.540; O -0.375

=====

4.
Molecular formula: CH2N2
Method: DFT, ωB97M-V with the def2-TZVPD basis set

* SMILES string: N#CN
* energy: -148.78107 Ha
* LUMO: 0.014 Eh
* gap between HOMO and LUMO: 0.40067 hartree
* charge: 0
* ΔE to the lowest compared entry with this formula, charge and spin: 10.97 kcal/mol

Positions of all 5 atoms, in Å:
1 N 0.51 -0.25 -0.23
2 N -1.52 1.24 0.04
3 C -0.51 0.65 0.12
4 H 0.13 -1.26 -0.26
5 H 1.39 -0.38 0.33

Now the Löwdin charges, all in e: N 0.027; N 0.102; C -0.358; H 0.130; H 0.099

=====

5.
Molecular formula: C24H20N2O2PPtS
Method: DFT, ωB97M-V with the def2-TZVPD basis set

* <S²>: 0.783
* energy: -2044.74339 Ha
* LUMO (alpha / beta): -0.278 / -0.349 Eh
* gap between HOMO and LUMO (alpha / beta): 0.25951 / 0.18891 hartree
* charge: +2
* ΔE to the lowest compared entry with this formula, charge and spin: 33.45 kcal/mol
* multiplicity: 2

Positions of all 51 atoms, in Å:
1 Pt -0.61 1.81 -0.44
2 S -0.06 4.05 -0.16
3 P -0.53 -0.53 -0.46
4 O 1.77 1.82 0.18
5 O -3.49 3.06 -0.50
6 N 2.21 2.92 0.69
7 N -2.82 1.86 -0.57
8 C 1.46 4.06 0.64
9 C 0.22 -1.10 1.08
10 C 2.62 -1.46 -2.81
11 C -3.71 0.83 -0.63
12 C -0.14 -1.90 -2.89
13 C 2.04 -2.18 -3.86
14 C 3.91 4.10 1.85
15 C 1.09 -2.19 1.13
16 C 0.29 -0.91 3.47
17 C 3.42 2.95 1.28
18 C -2.20 -2.60 -0.26
19 C -2.20 -1.22 -0.45
20 C 1.15 -2.01 3.53
21 C -3.46 -0.52 -0.63
22 C 1.55 -2.64 2.36
23 C -4.63 -1.37 -0.76
24 C -3.36 -3.36 -0.34
25 C 3.16 5.27 1.83
26 C 0.44 -1.21 -1.82
27 C -0.17 -0.46 2.25
28 C -4.59 -2.72 -0.61
29 C 0.67 -2.40 -3.89
30 C 1.92 5.24 1.23
31 C 1.82 -0.96 -1.80
32 H -2.90 3.79 -0.75
33 H 3.68 -1.28 -2.80
34 H -3.32 -4.43 -0.21
35 H 1.40 -2.69 0.22
36 H 3.54 6.18 2.28
37 H 0.24 -2.96 -4.70
38 H -1.26 -3.10 -0.06
39 H 1.51 -2.36 4.48
40 H 1.27 6.10 1.19
41 H -5.57 -0.87 -0.94
42 H 2.67 -2.55 -4.66
43 H -4.75 1.16 -0.71
44 H 2.24 -0.38 -0.99
45 H -1.21 -2.08 -2.90
46 H 3.96 2.02 1.28
47 H -5.49 -3.30 -0.68
48 H -0.85 0.39 2.19
49 H 2.21 -3.49 2.41
50 H 4.87 4.06 2.33
51 H -0.01 -0.43 4.39

Atomic partial charges in e from the Löwdin method, atoms 1 to 8: Pt 0.751; S 0.818; P 0.963; O -0.164; O -0.029; N -0.205; N -0.154; C -0.566

=====

6.
Molecular formula: C33H73ClN10O10P
Method: DFT, ωB97M-V with the def2-TZVPD basis set

* energy: -3402.46547 Ha
* LUMO: -0.097 Eh
* gap between HOMO and LUMO: 0.28845 hartree
* charge: +1

Positions of all 128 atoms, in Å:
1 Cl 1.27 2.18 -4.30
2 P -4.97 -1.66 1.85
3 O 3.29 -4.76 6.02
4 O -0.84 5.10 -1.35
5 O 9.09 -3.32 4.30
6 O -2.74 -5.17 -1.50
7 O 6.33 5.59 -6.84
8 O -4.06 6.79 1.65
9 O -1.55 -3.14 2.65
10 O -4.77 -0.31 2.22
11 O -6.84 0.63 -2.95
12 O -6.08 -0.18 -1.09
13 N -3.03 -1.75 -1.51
14 N 5.54 -5.00 5.97
15 N -4.27 5.08 3.11
16 N 0.59 -3.33 3.37
17 N -0.06 7.12 -2.03
18 N -3.74 -6.20 -3.25
19 N -2.48 -1.37 0.71
20 N 5.20 3.66 -6.44
21 N 9.09 -1.68 2.73
22 N -4.50 -1.94 0.18
23 C -1.47 -0.35 0.34
24 C -0.58 1.16 -1.39
25 C 4.36 -4.74 5.42
26 C -2.57 -0.37 -1.87
27 C 0.10 8.09 -3.10
28 C -4.12 -7.35 -2.44
29 C 8.76 -2.62 1.67
30 C 0.70 -1.90 3.62
31 C 0.48 7.42 -0.71
32 C -5.81 2.09 -1.53
33 C -0.87 1.82 -2.69
34 C 6.36 2.85 -6.74
35 C -3.32 -1.67 -0.19
36 C 3.96 3.02 -6.05
37 C -4.19 3.65 3.37
38 C -0.54 -3.81 2.91
39 C 1.74 -4.19 3.66
40 C -1.28 -0.16 -1.14
41 C -6.29 0.80 -1.97
42 C -4.00 5.61 1.91
43 C 6.79 -4.97 5.22
44 C 9.22 -2.15 3.98
45 C -4.65 5.97 4.19
46 C 0.18 2.79 -3.04
47 C -6.18 -1.48 -1.63
48 C -4.11 -6.17 -4.66
49 C 9.27 -0.28 2.41
50 C -5.49 -2.49 -0.74
51 C -0.68 5.96 -2.22
52 C 5.58 -5.32 7.39
53 C -3.08 -5.21 -2.68
54 C 5.31 5.00 -6.52
55 C -6.00 2.28 -0.04
56 H -0.95 1.14 -3.49
57 H -5.20 -6.23 -4.76
58 H -2.84 -4.39 -3.38
59 H 7.18 3.10 -6.07
60 H -5.17 3.29 3.69
61 H 8.70 -2.09 0.73
62 H 3.62 2.36 -6.85
63 H -0.56 -0.67 0.73
64 H -3.72 4.85 1.15
65 H 2.58 -3.86 3.05
66 H -0.32 7.41 0.03
67 H 6.61 -5.50 7.69
68 H -1.71 0.57 0.82
69 H -3.90 3.12 2.47
70 H -4.78 2.21 -1.74
71 H -2.50 -0.24 -2.91
72 H 8.35 0.12 1.98
73 H -5.56 6.52 3.92
74 H -5.82 -1.52 -2.62
75 H 7.26 -5.95 5.26
76 H -5.22 1.81 0.50
77 H 0.72 3.08 -2.19
78 H -3.86 6.70 4.38
79 H -7.20 -1.75 -1.66
80 H -4.75 -7.04 -1.61
81 H 1.68 -1.67 4.00
82 H -1.79 2.33 -2.61
83 H 6.69 3.03 -7.76
84 H -5.98 3.31 0.17
85 H -6.26 -2.94 -0.19
86 H -3.76 -5.26 -5.12
87 H 0.95 8.40 -0.73
88 H -4.65 -8.07 -3.06
89 H 4.11 2.43 -5.15
90 H 4.98 -6.20 7.59
91 H 1.51 -5.22 3.43
92 H -6.39 2.81 -2.01
93 H 6.60 -4.71 4.18
94 H -0.52 -4.90 2.76
95 H -1.04 5.83 -3.25
96 H -3.46 3.45 4.16
97 H 4.44 -4.51 4.34
98 H 1.22 6.67 -0.43
99 H -0.23 3.66 -3.42
100 H -2.07 -2.21 1.15
101 H 1.15 8.28 -3.28
102 H 9.47 -1.36 4.71
103 H -6.33 -1.98 1.85
104 H 6.11 1.80 -6.63
105 H 4.37 5.53 -6.27
106 H -3.66 -7.02 -5.18
107 H 10.08 -0.16 1.69
108 H 9.53 -3.39 1.60
109 H 0.53 -1.35 2.69
110 H -0.06 -1.59 4.34
111 H 7.81 -3.11 1.88
112 H -2.16 -2.28 -1.52
113 H 9.51 0.28 3.31
114 H -6.92 1.88 0.26
115 H -0.39 9.03 -2.82
116 H -5.04 -3.24 -1.33
117 H -4.25 -2.58 2.61
118 H 2.01 -4.11 4.72
119 H 3.19 3.76 -5.86
120 H 5.17 -4.49 7.97
121 H -0.36 7.72 -4.01
122 H 0.47 0.98 -1.37
123 H -0.77 1.83 -0.61
124 H -3.23 -7.82 -2.03
125 H -0.60 -0.91 -1.46
126 H 7.46 -4.23 5.64
127 H -3.29 0.28 -1.44
128 H -4.84 5.39 5.09

Atomic partial charges in e from the Löwdin method, atoms 1 to 8: Cl 0.644; P 0.762; O -0.024; O -0.010; O -0.001; O -0.018; O 0.018; O 0.012

=====

7.
Molecular formula: C5H10Si
Method: DFT, ωB97M-V with the def2-TZVPD basis set

* energy: -485.85931 Ha
* LUMO: 0.022 Eh
* gap between HOMO and LUMO: 0.33081 hartree
* charge: 0
* ΔE to the lowest compared entry with this formula, charge and spin: 67.63 kcal/mol

Positions of all 16 atoms, in Å:
1 Si -0.20 0.19 0.12
2 C 1.16 -1.84 -1.02
3 C 1.20 1.02 0.86
4 C -1.48 -0.27 1.43
5 C 2.19 1.54 1.33
6 C -1.00 1.14 -1.25
7 H -1.19 0.44 -2.10
8 H -1.28 -1.05 2.18
9 H 0.62 -2.74 -1.06
10 H -2.34 -0.57 0.81
11 H 3.21 1.72 1.47
12 H -2.04 1.38 -0.98
13 H -0.52 2.12 -1.57
14 H 1.99 -1.76 -0.42
15 H 1.50 -1.73 -2.02
16 H -1.82 0.43 2.21

Atomic partial charges in e from the Löwdin method, atoms 1 to 8: Si 0.633; C -0.043; C -0.236; C -0.221; C 0.047; C -0.237; H 0.038; H 0.029

=====

8.
Molecular formula: C4H9NS
Method: DFT, ωB97M-V with the def2-TZVPD basis set

* energy: -610.59659 Ha
* LUMO: 0.030 Eh
* gap between HOMO and LUMO: 0.34270 hartree
* charge: 0
* ΔE to the lowest compared entry with this formula, charge and spin: 98.58 kcal/mol

Positions of all 15 atoms, in Å:
1 S 1.23 0.31 1.51
2 N -0.98 -1.51 -0.10
3 C -0.24 -0.57 -2.31
4 C 0.33 0.95 0.08
5 C -0.44 -0.23 -0.72
6 C -1.15 0.90 -0.08
7 H 0.12 0.23 -2.89
8 H 1.09 1.45 2.38
9 H -1.64 0.48 0.79
10 H 0.91 1.62 -0.70
11 H -1.88 -1.51 0.82
12 H -1.25 -0.91 -2.81
13 H 0.41 -1.57 -2.37
14 H -1.38 1.92 -0.55
15 H -0.27 -2.39 -0.07

Atomic partial charges in e from the Löwdin method, atoms 1 to 8: S 0.664; N -0.068; C -0.042; C -0.620; C -0.530; C -0.182; H 0.022; H -0.105

=====

9.
Molecular formula: C5H11ClN2
Method: DFT, ωB97M-V with the def2-TZVPD basis set

* SMILES string: CC(C)(C)N=C=N.Cl
* energy: -766.73503 Ha
* LUMO: 0.023 Eh
* gap between HOMO and LUMO: 0.33839 hartree
* charge: 0
* ΔE to the lowest compared entry with this formula, charge and spin: 45.43 kcal/mol

Positions of all 19 atoms, in Å:
1 Cl 2.57 2.88 -1.77
2 N -3.44 -0.97 1.69
3 N -1.28 -0.61 0.73
4 C -2.40 -0.63 1.23
5 C 0.10 -0.40 -0.01
6 C 0.01 -1.47 -1.08
7 C 1.29 -0.68 1.06
8 C 0.15 1.16 -0.46
9 H 0.98 -1.76 -1.48
10 H -0.35 1.79 0.35
11 H 0.98 -1.61 1.53
12 H -0.48 1.36 -1.31
13 H 1.48 0.16 1.84
14 H 2.39 4.17 -1.86
15 H 2.21 -0.58 0.40
16 H 1.13 1.45 -0.64
17 H -0.41 -2.37 -0.66
18 H -4.20 -0.71 2.31
19 H -0.72 -1.19 -1.85

Atomic partial charges in e from the Löwdin method, atoms 1 to 8: Cl 0.347; N 0.124; N 0.116; C -0.359; C -0.474; C -0.072; C -0.042; C -0.070

=====

10.
Molecular formula: C3H12N2O2
Method: DFT, ωB97M-V with the def2-TZVPD basis set

* SMILES string: NCN(O)O.CC
* energy: -381.31160 Ha
* LUMO: 0.026 Eh
* gap between HOMO and LUMO: 0.35324 hartree
* charge: 0
* ΔE to the lowest compared entry with this formula, charge and spin: 127.58 kcal/mol

Positions of all 19 atoms, in Å:
1 O 1.88 -0.71 -0.61
2 O 1.89 -0.21 1.55
3 N 0.81 2.00 -0.99
4 N 1.09 -0.08 0.36
5 C -1.85 -0.73 -0.63
6 C 0.62 1.49 0.31
7 C -1.70 -1.71 0.52
8 H 2.63 -0.12 -0.81
9 H -0.41 1.69 0.61
10 H -1.91 -1.26 -1.58
11 H -2.54 -2.40 0.57
12 H 1.19 2.14 1.02
13 H 0.70 2.89 -1.47
14 H -1.62 -1.17 1.46
15 H -0.78 -2.28 0.39
16 H -0.88 -0.17 -0.76
17 H 1.75 1.80 -1.33
18 H -2.69 -0.05 -0.47
19 H 1.80 -1.13 1.85

Atomic partial charges in e from the Löwdin method, atoms 1 to 8: O -0.028; O -0.061; N -0.015; N -0.213; C -0.175; C -0.200; C -0.179; H 0.094

=====

11.
Molecular formula: C5H12O2
Method: DFT, ωB97M-V with the def2-TZVPD basis set

* energy: -347.99531 Ha
* LUMO (alpha / beta): -0.003 / 0.022 Eh
* gap between HOMO and LUMO (alpha / beta): 0.28230 / 0.31707 hartree
* charge: 0
* ΔE to the lowest compared entry with this formula, charge and spin: 131.47 kcal/mol

Positions of all 19 atoms, in Å:
1 O -2.56 1.05 0.45
2 O -0.07 0.78 1.45
3 C -0.82 -0.10 -0.70
4 C 2.66 -0.96 0.42
5 C 1.65 0.07 0.04
6 C 0.22 -0.07 0.35
7 C -2.26 -0.14 -0.30
8 H -3.35 0.89 0.99
9 H 0.17 -1.12 0.73
10 H 0.66 1.50 -2.25
11 H -0.91 1.23 1.25
12 H 2.76 -0.97 1.52
13 H 2.00 1.10 0.12
14 H 3.65 -0.73 0.02
15 H -2.54 -1.02 0.30
16 H -2.87 -0.15 -1.21
17 H 2.37 -1.98 0.13
18 H 0.00 1.34 -1.88
19 H -0.56 -0.56 -1.64

Atomic partial charges in e from the Löwdin method, atoms 1 to 8: O -0.088; O -0.025; C -0.076; C -0.115; C -0.101; C -0.477; C -0.237; H 0.099